No. 1
The following is a DFT calculation (ωB97M-V with the def2-TZVPD basis set) of C19H17ClN4S in the gas phase at a distorted geometry.

As for the energy relative to the best compared isomer or geometry (same formula, charge and spin): 0.207 eV. The HOMO energy is -0.28802 Eh. Its SMILES is CC(C)Nc1nc2ccc(-c3ccnn3-c3ccc(Cl)cc3)cc2s1. The LUMO energy is 0.5043 eV.

Last column: natural (NBO) charge in e.
Cartesian coordinates (Å):
Cl: 0.9397 -1.0039 5.1111  -0.0013
S: -1.5340 -1.2115 -0.5652  0.3457
N: -3.9689 0.0495 -1.2212  -0.6015
N: 5.4173 -0.0523 -0.0125  -0.2427
N: 4.1069 0.0579 0.1455  -0.1849
N: -2.0698 0.9291 -1.9972  -0.5021
C: 5.6723 0.1548 -1.2740  -0.0462
C: 3.4556 0.4364 -1.0503  0.1260
C: 1.6900 0.5257 2.9747  -0.2266
C: 2.0352 0.5644 -1.3592  -0.1010
C: -5.5830 0.5689 0.5474  -0.6203
C: 0.2097 1.7106 -2.4580  -0.1953
C: -4.7082 -0.5118 -0.0814  -0.0489
C: -5.5953 -1.6711 -0.6035  -0.6036
C: 2.4527 0.7653 1.8189  -0.2027
C: 3.4145 -0.1518 1.3850  0.1394
C: 3.6713 -1.2679 2.1630  -0.1979
C: -0.2498 -0.1848 -1.1108  -0.1565
C: 4.4534 0.5645 -1.9370  -0.3048
C: 1.5887 1.5871 -2.1916  -0.1879
C: -0.7236 0.8419 -1.8749  0.0871
C: 2.9083 -1.4861 3.3293  -0.2280
C: 1.8994 -0.6329 3.6978  -0.0278
C: -2.5988 -0.0086 -1.2745  0.2758
C: 1.1120 -0.3413 -0.8973  -0.2054
H: -5.9089 0.2493 1.5246  0.2188
H: -4.3703 0.7918 -1.7264  0.4083
H: 3.1281 -2.3666 3.9028  0.2301
H: -6.5256 0.7090 -0.0694  0.2057
H: -4.0403 -0.9108 0.6754  0.2031
H: -6.1006 -2.0703 0.2945  0.2019
H: 4.3540 0.8187 -2.9781  0.2247
H: -0.1677 2.5009 -3.0593  0.2200
H: -6.3417 -1.3324 -1.2841  0.2066
H: -5.0562 1.5211 0.6705  0.2213
H: 6.6864 0.1687 -1.6836  0.2126
H: 0.8578 1.2055 3.2360  0.2342
H: 2.2735 2.3014 -2.5819  0.2183
H: -4.9964 -2.4841 -1.0465  0.2158
H: 1.4659 -1.1515 -0.2943  0.2147
H: 2.2603 1.7110 1.3266  0.2347
H: 4.4860 -1.8937 1.8291  0.2406

***

No. 2
The following is a DFT calculation (ωB97M-V with the def2-TZVPD basis set) of 2 unconnected molecules or ions with the total composition C15H31N2O2PS.

As for the energy relative to the best compared isomer or geometry (same formula, charge and spin): 0.000 eV. The HOMO energy is -0.19867 Eh. The LUMO energy is -1.6959 eV.

Last column: natural (NBO) charge in e.
Cartesian coordinates (Å):
S: -2.7045 1.8438 2.8288  -0.0341
P: 0.1698 -0.4170 1.0122  0.8618
O: 2.0262 1.5350 0.3237  -0.5156
O: -2.6035 -1.7621 -1.9970  -0.3757
N: -3.7151 -2.9141 -3.6471  -0.5877
N: 3.5950 -1.3226 1.5988  -0.8438
C: -4.4371 -3.9500 -2.8286  -0.4191
C: 5.4190 2.5269 -0.3790  -0.2013
C: 3.5684 2.8200 1.6711  -0.2634
C: -4.2661 -0.4507 -3.1588  -0.7497
C: -3.4476 -1.6370 -2.7979  0.7073
C: 1.2018 -1.5888 2.1418  -0.7111
C: 5.7630 3.2460 0.7642  -0.2752
C: 3.2310 2.0892 0.5280  0.3405
C: 4.8274 3.3831 1.7783  -0.2111
C: -0.9984 0.5919 -0.1506  -0.7166
C: -2.4576 0.5955 0.2989  -0.4130
C: 2.4178 -2.2028 1.4712  -0.2248
C: -2.9542 1.8504 1.0226  -0.5087
C: 1.2174 1.1602 1.4522  -0.3918
C: 4.1720 1.9531 -0.4956  -0.2737
H: 6.7479 3.6859 0.8604  0.2014
H: -2.4392 2.7223 0.6171  0.2072
H: 1.0473 -0.6854 -0.1376  -0.1958
H: -3.8354 -4.1400 -1.9450  0.2596
H: -0.7162 -0.1374 2.1576  -0.1893
H: 5.0837 3.9523 2.6645  0.2012
H: 1.4981 -1.0967 3.0725  0.1913
H: -2.7824 -3.2708 -3.8671  0.4504
H: 4.1011 -1.5467 2.4456  0.3445
H: 4.2361 -1.4511 0.8271  0.3498
H: 6.1327 2.4135 -1.1858  0.2001
H: -0.6563 1.6174 -0.3337  0.1920
H: -0.7045 -1.5973 0.6416  -0.2380
H: -0.9302 0.0772 -1.1157  0.1834
H: 3.8937 1.3832 -1.3731  0.2140
H: 1.8496 0.9824 2.3214  0.1816
H: -3.9648 2.1486 3.1537  0.0984
H: -3.8996 -0.0341 -4.1000  0.2668
H: 2.6189 -3.2001 1.8890  0.1464
H: -4.2165 -2.7102 -4.5109  0.4293
H: 0.5109 -2.3953 2.4152  0.1921
H: -4.0230 1.9869 0.8655  0.1993
H: 2.8514 2.9438 2.4706  0.2159
H: 2.2092 -2.3569 0.4066  0.1834
H: -2.6596 -0.3000 0.9007  0.2186
H: -4.5420 -4.8518 -3.4243  0.2355
H: -5.3209 -0.7070 -3.2756  0.2421
H: -5.4141 -3.5613 -2.5567  0.2307
H: 0.5201 1.9831 1.6537  0.1551
H: -4.1448 0.2832 -2.3657  0.2976
H: -3.0762 0.5130 -0.6089  0.1420

***

No. 3
The following is a DFT calculation (ωB97M-V with the def2-TZVPD basis set) of a molecular structure, C63H49IN3O2P2SZr at a distorted geometry.

As for the energy relative to the best compared isomer or geometry (same formula, charge and spin): 2.142 eV. The HOMO energy is -0.53929 Eh. The net charge is +3. The LUMO energy is -8.1344 eV.

Last column: Mulliken charge in e.
Cartesian coordinates (Å):
I: 1.7874 -1.0318 2.4334  -0.0620
Zr: 0.2391 -0.3327 0.1367  -1.3402
S: -2.2770 0.8600 -1.2451  1.7848
P: 0.0535 -0.5684 -2.9197  3.1137
P: -0.6972 1.4909 2.1734  3.0859
O: -0.9023 1.2306 -0.5795  0.7346
O: 1.6877 1.4764 0.0785  -0.2796
N: 0.3682 -2.5599 -0.3381  1.2127
N: 2.4903 -0.9930 -0.8633  1.3114
N: -1.7925 -1.4644 0.7596  1.0588
C: -3.0411 3.0428 -2.6930  -0.1464
C: -6.9951 3.3893 1.4710  -0.8561
C: 3.9352 -2.8332 -0.3243  -0.9386
C: -3.4167 3.6989 -3.8728  -1.3870
C: 1.4814 0.4400 -3.4668  0.7379
C: -1.0255 -0.2971 4.2833  -0.3022
C: -3.4363 2.1764 1.0711  -0.4696
C: 2.6982 -2.2931 -0.5823  0.0841
C: -1.5535 0.2332 -6.5814  -1.3102
C: 3.5740 -0.2230 -0.9922  -0.3434
C: 0.0387 4.0726 1.3406  -0.5170
C: -2.3908 1.8219 -2.7033  0.1853
C: 1.6294 -4.3267 -2.8785  -0.6463
C: 1.4835 -3.1179 -0.6522  0.2804
C: -0.6276 0.9986 3.9421  1.2204
C: -5.9662 1.8471 -0.3601  -1.3536
C: 2.4266 0.0434 -4.4088  -0.5051
C: -1.1544 0.0643 -4.1556  0.3531
C: -5.9053 2.6174 0.7690  0.1972
C: -0.8944 -3.1445 -3.6711  -0.9902
C: 1.5112 1.7514 -2.9863  -0.7907
C: 5.0420 -1.9970 -0.3686  -0.9589
C: 0.4176 2.9393 2.0562  0.3123
C: 2.2046 5.0659 1.7110  -0.8413
C: -4.6787 2.7554 1.4585  0.5414
C: -0.6393 0.1461 6.6124  -0.7239
C: -2.6047 3.1259 3.1369  0.0217
C: 1.4987 -2.8769 -3.2432  -1.0648
C: -4.3569 -2.5563 0.5721  -1.2768
C: -2.0126 -2.6307 0.0996  0.6480
C: -3.8190 3.7555 3.4483  -1.3341
C: -1.9941 1.1921 -3.9304  -1.9132
C: 1.7121 2.8749 2.5867  -0.8136
C: -4.7605 1.3307 -0.8368  -0.4104
C: -3.2852 -3.1493 -0.0671  -1.0318
C: -0.8527 -4.4695 -3.5719  -1.4438
C: 1.6055 -4.4675 -1.2850  -0.5877
C: 2.4913 2.6409 -3.4063  -0.8045
C: 0.9292 5.1312 1.1704  -0.7408
C: 0.3017 -5.2882 -1.3641  -0.6088
C: 2.5956 3.9328 2.4196  -0.7583
C: 4.8586 -0.6827 -0.7546  -1.2359
C: -0.9718 -0.3771 -5.4553  -0.0224
C: 3.4184 0.9305 -4.8167  -0.8946
C: -2.3672 2.3203 2.0327  -1.0208
C: -4.8765 3.5287 2.6241  0.0611
C: -1.0421 -0.7185 5.6039  -0.9864
C: -2.9794 2.2996 -7.3638  -0.7865
C: -0.8532 -4.6203 -0.7252  -1.2149
C: -3.5457 1.5323 -0.2082  -0.1684
C: -0.8330 -3.3427 -0.3843  -0.3966
C: -0.2158 1.8521 4.9657  -0.3891
C: -2.2871 1.3727 -6.3912  -0.1547
C: -3.1779 3.0666 -5.0683  0.1636
C: 3.4593 2.2242 -4.3116  -0.7626
C: -3.5191 3.4607 -6.4840  -0.8210
C: -2.4746 1.8429 -5.0784  1.6990
C: -2.8531 -0.9282 1.4047  -0.2095
C: 0.3074 -2.3009 -3.4004  0.7033
C: -4.1226 -1.4473 1.3652  -1.5156
C: -6.3187 3.9578 2.7401  -0.7286
C: 0.3176 -5.1729 -2.9580  -0.1479
C: -0.2198 1.4278 6.2884  -1.0149
H: 2.4941 3.6624 -3.0428  0.5364
H: 5.6964 -0.0070 -0.8708  0.5548
H: -3.0492 4.4123 -6.7373  0.3292
H: 3.5868 3.8792 2.8556  0.5296
H: 0.0995 2.8647 4.7526  0.3907
H: -2.2985 2.6505 -8.1391  0.3614
H: -3.9186 4.6576 -3.8191  0.5160
H: -5.3561 -2.9603 0.4603  0.5093
H: -0.9588 4.1419 0.9211  0.3708
H: 0.3999 -6.3161 -1.0254  0.6343
H: 0.6161 6.0139 0.6244  0.5283
H: 3.4058 0.7930 -1.3127  0.3066
H: 4.0399 -3.8791 -0.0661  0.5540
H: 0.1080 2.1063 7.0671  0.4718
H: -1.7017 -5.0701 -3.8858  0.4565
H: -4.7776 0.7811 -1.7758  0.6614
H: 1.4813 2.3489 -0.2842  0.1192
H: 2.5066 -4.7886 -3.3268  0.5433
H: 2.4000 -2.2828 -3.1554  0.6330
H: -0.6455 -0.1801 7.6450  0.4328
H: -7.8513 2.7549 1.6982  0.3698
H: -1.3698 -0.1727 -7.5695  0.5137
H: -2.6754 -0.0430 1.9805  0.6913
H: -1.3495 -1.7301 5.8448  0.5035
H: -6.7631 3.5577 3.6521  0.3130
H: -6.4031 5.0429 2.8047  0.3443
H: -0.3067 -1.2177 -5.6297  0.4899
H: -7.3638 4.1835 0.8215  0.3231
H: 2.2067 1.6248 0.8827  0.1957
H: -3.3111 3.4935 -1.7445  0.6561
H: 2.4649 -5.0007 -0.8867  0.8865
H: -3.9039 4.3534 4.3489  0.5395
H: -4.9144 -0.9620 1.9225  0.5747
H: 0.7302 2.0944 -2.3157  0.6174
H: -3.4302 -4.0270 -0.6815  0.5006
H: 0.4627 -6.1496 -3.4113  0.5664
H: 2.3906 -0.9441 -4.8511  0.4627
H: 4.2260 2.9136 -4.6447  0.4631
H: -1.7999 3.2704 3.8428  0.3742
H: -1.2776 -1.0140 3.5186  0.1458
H: -4.5926 3.6079 -6.6019  0.3594
H: -6.8911 1.6750 -0.8984  0.5669
H: 2.8906 5.8972 1.5925  0.4639
H: 6.0294 -2.3788 -0.1349  0.5127
H: -1.7815 -2.6543 -4.0553  0.4690
H: -1.7709 -5.1863 -0.6305  0.6216
H: 4.1544 0.6109 -5.5457  0.5086
H: -3.7873 1.7748 -7.8751  0.3303
H: 2.0279 2.0007 3.1448  0.7075

***

No. 4
The following is a DFT calculation (ωB97M-V with the def2-TZVPD basis set) of 2 unconnected molecules or ions with the total composition C23H25NO4 at a distorted geometry.

As for the energy relative to the best compared isomer or geometry (same formula, charge and spin): 2.792 eV. The HOMO energy is -0.22300 Eh. The LUMO energy is -1.9004 eV.

Last column: natural (NBO) charge in e.
Cartesian coordinates (Å):
O: 5.4982 -1.8844 1.5081  -0.4829
O: -0.7854 2.1980 -2.1687  -0.6916
O: -1.8348 0.2242 -2.5549  -0.5521
O: 2.0514 1.7888 -1.9378  -0.7009
N: -2.0985 -0.7243 2.0016  -0.2909
C: 3.1635 -1.7768 0.7703  -0.3484
C: -3.0349 1.0083 -2.6837  -0.0708
C: 5.5779 -3.2721 1.1167  -0.2585
C: -0.7618 -0.6636 1.7678  0.1564
C: -4.0406 0.8309 1.6664  -0.2351
C: 2.9189 -0.3104 -2.7239  -0.6952
C: -1.7115 1.2926 1.0301  0.0181
C: -2.7118 0.4548 1.5605  0.1093
C: 3.2276 0.9442 1.4914  -0.1000
C: 4.3474 0.1688 1.6756  -0.2722
C: 0.4741 0.1824 -2.5640  -0.6539
C: -4.2073 0.0723 -2.7816  -0.6183
C: -2.7824 -1.8077 2.6850  -0.4113
C: 2.0175 0.3792 0.9967  -0.1880
C: 0.8011 1.1206 0.8355  0.1520
C: -2.0483 2.5548 0.5746  -0.1707
C: -0.7075 0.9972 -2.4088  0.7463
C: -0.4383 0.5899 1.1657  -0.2060
C: -3.3881 2.9715 0.6858  -0.2078
C: 4.3394 -1.2032 1.3137  0.3688
C: -4.3728 2.1185 1.2172  -0.1982
C: 1.7964 0.6570 -2.3825  0.4865
C: 2.0355 -0.9883 0.6410  -0.0588
H: 1.1203 -1.4325 0.2470  0.2175
H: 3.6988 -0.2483 -1.9539  0.2046
H: 0.3054 -0.8224 -2.9357  0.1966
H: -5.1371 0.6437 -2.8158  0.2037
H: 5.2669 0.5729 2.0932  0.2363
H: -4.1517 -0.5232 -3.6962  0.2075
H: -2.3726 -1.9603 3.6928  0.2212
H: -2.6819 -2.7489 2.1297  0.2257
H: 0.8427 2.1736 0.5695  0.2576
H: -0.0838 -1.4562 2.0689  0.2359
H: 6.5861 -3.5685 1.4078  0.2092
H: -3.8395 -1.5485 2.7650  0.2272
H: 2.5721 -1.3488 -2.8031  0.1979
H: -3.6608 3.9743 0.3431  0.2286
H: -4.2576 -0.6024 -1.9227  0.1982
H: -3.1473 1.6654 -1.8148  0.1794
H: -2.9653 1.6278 -3.5883  0.1792
H: 3.3719 -0.0147 -3.6819  0.2232
H: -5.4055 2.4641 1.2812  0.2234
H: -1.2732 3.1770 0.1330  0.2571
H: 3.1310 -2.8258 0.4663  0.2293
H: 4.8359 -3.8824 1.6489  0.1817
H: -4.7698 0.1419 2.0868  0.2150
H: 3.2400 2.0036 1.7498  0.2264
H: 5.4499 -3.3844 0.0314  0.1914

***

Q: Number 3 is which compound?
A: C63H49IN3O2P2SZr

***

Q: Which of these has the lowest HOMO energy?
A: C63H49IN3O2P2SZr

***

Q: The highest HOMO energy belongs to which entry?
A: C15H31N2O2PS

***

Q: What is the formula in the fourth record?
A: C23H25NO4